# 1
Molecular formula: C54H45N9O18
Method: DFT, ωB97M-V/def2-TZVPD

Calculated values
HOMO (eV): -9.45
Frontier orbital gap (eV): 8.258
Energy relative to the best compared isomer or geometry (same formula, charge and spin) (eV): 0.940
Net charge: 0

Geometry as XYZ:
```
126
C54H45N9O18 ωB97M-V/def2-TZVPD
O 3.36 -6.74 -4.73
N 3.00 -7.19 -3.67
O 2.85 -8.37 -3.43
C 2.76 -6.25 -2.57
C 2.59 -6.73 -1.28
C 2.40 -5.83 -0.24
C 2.37 -4.45 -0.50
C 2.54 -3.99 -1.80
C 2.77 -4.89 -2.84
H 2.53 -7.77 -1.00
H 2.31 -6.17 0.78
H 2.27 -3.70 0.27
H 2.49 -2.93 -2.00
H 2.80 -4.51 -3.85
O 7.44 0.51 -6.66
N 6.48 1.09 -6.19
O 6.06 2.14 -6.63
C 5.81 0.47 -5.06
C 6.55 -0.38 -4.23
C 5.88 -0.96 -3.15
C 4.52 -0.77 -2.97
C 3.78 0.02 -3.84
C 4.43 0.59 -4.91
H 7.61 -0.47 -4.38
H 6.42 -1.51 -2.40
H 4.11 -1.20 -2.06
H 2.74 0.32 -3.71
H 3.92 1.15 -5.69
O 2.21 -0.82 -0.04
N 1.63 0.22 -0.28
O 2.04 1.07 -1.03
C 0.34 0.48 0.38
C -0.15 -0.44 1.28
C -1.36 -0.22 1.93
C -2.10 0.92 1.59
C -1.57 1.84 0.69
C -0.33 1.64 0.10
H 0.48 -1.29 1.52
H -1.74 -0.85 2.71
H -3.05 1.02 2.09
H -2.17 2.67 0.34
H 0.03 2.43 -0.55
O 9.13 1.60 -3.16
N 8.20 2.38 -2.99
O 7.96 3.30 -3.73
C 7.34 2.10 -1.86
C 7.64 1.11 -0.94
C 6.75 0.77 0.06
C 5.52 1.40 0.12
C 5.19 2.41 -0.81
C 6.11 2.75 -1.77
H 8.55 0.53 -1.03
H 6.88 -0.16 0.60
H 4.76 1.03 0.80
H 4.20 2.83 -0.70
H 5.86 3.54 -2.46
O 5.53 5.34 -4.67
N 4.50 4.72 -4.83
O 4.14 4.27 -5.90
C 3.60 4.59 -3.69
C 2.38 3.95 -3.93
C 1.44 3.90 -2.90
C 1.75 4.55 -1.72
C 2.95 5.19 -1.45
C 3.86 5.25 -2.48
H 2.07 3.53 -4.87
H 0.54 3.32 -2.96
H 0.96 4.65 -0.98
H 3.03 5.65 -0.48
H 4.77 5.83 -2.42
O -5.43 1.02 1.47
N -5.97 0.54 0.49
O -5.47 0.43 -0.59
C -7.37 0.16 0.66
C -7.93 0.10 1.93
C -9.25 -0.32 2.09
C -9.99 -0.81 1.02
C -9.37 -0.79 -0.22
C -8.09 -0.33 -0.43
H -7.42 0.49 2.80
H -9.62 -0.29 3.10
H -11.01 -1.12 1.16
H -9.96 -1.01 -1.10
H -7.65 -0.46 -1.41
O -2.50 -0.06 5.68
N -1.70 -0.96 5.78
O -1.13 -1.49 4.83
C -1.39 -1.50 7.11
C -0.50 -2.56 7.24
C -0.23 -3.01 8.53
C -0.67 -2.32 9.64
C -1.49 -1.20 9.47
C -1.89 -0.79 8.21
H -0.13 -3.04 6.36
H 0.51 -3.80 8.63
H -0.49 -2.64 10.66
H -1.68 -0.57 10.33
H -2.47 0.10 8.07
O -2.03 4.74 -2.83
N -2.40 4.81 -1.68
O -1.64 5.03 -0.76
C -3.83 4.65 -1.36
C -4.28 4.76 -0.07
C -5.61 4.43 0.21
C -6.40 3.92 -0.80
C -5.96 3.84 -2.10
C -4.66 4.25 -2.39
H -3.64 4.97 0.78
H -6.01 4.48 1.21
H -7.45 3.67 -0.63
H -6.57 3.55 -2.95
H -4.27 4.25 -3.41
O -5.48 -3.51 0.17
N -4.43 -3.04 0.58
O -3.86 -2.09 0.10
C -3.81 -3.67 1.75
C -2.45 -3.47 1.93
C -1.84 -3.94 3.08
C -2.54 -4.68 4.01
C -3.88 -4.97 3.73
C -4.55 -4.43 2.64
H -1.87 -2.82 1.29
H -0.80 -3.69 3.25
H -2.09 -5.04 4.92
H -4.43 -5.56 4.46
H -5.59 -4.66 2.51
```

---

# 2
Molecular formula: H14O15SV2
Method: DFT, ωB97M-V/def2-TZVPD

Calculated values
HOMO (eV): -6.64
Frontier orbital gap (eV): 3.297
Energy relative to the best compared isomer or geometry (same formula, charge and spin) (eV): 8.502
Net charge: 0

Geometry as XYZ:
```
32
H14O15SV2 ωB97M-V/def2-TZVPD
O 14.37 0.53 6.11
V 13.16 1.41 5.50
O 12.75 2.41 6.64
O 8.81 4.60 7.54
V 8.57 5.98 6.72
O 6.96 6.09 6.56
S 9.42 3.39 3.18
O 9.46 4.67 3.84
O 9.55 3.73 1.78
O 10.53 2.50 3.59
O 8.15 2.75 3.45
O 14.90 3.41 3.70
H 14.52 4.26 3.47
H 15.82 3.49 3.46
O 14.42 -0.57 10.10
H 15.14 -0.48 10.72
H 14.84 -0.86 9.28
O 18.43 -0.77 5.00
H 18.97 -0.01 5.22
H 18.17 -1.13 5.85
O 13.86 0.07 2.56
H 13.91 -0.83 2.25
H 13.83 0.60 1.76
O 11.16 -0.98 5.67
H 10.23 -0.94 5.89
H 11.29 -1.89 5.38
O 10.96 1.23 10.29
H 11.63 0.62 10.59
H 11.10 1.31 9.35
O 12.06 6.90 6.76
H 12.96 6.58 6.66
H 12.15 7.85 6.83
```

---

# 3
Molecular formula: C15H20N2O4S
Method: DFT, ωB97M-V/def2-TZVPD

Calculated values
HOMO (eV): -8.84
Frontier orbital gap (eV): 8.986
Energy relative to the best compared isomer or geometry (same formula, charge and spin) (eV): 0.699
Net charge: 0

Geometry as XYZ:
```
42
C15H20N2O4S ωB97M-V/def2-TZVPD
C 2.64 0.56 3.08
O 2.49 -0.06 1.81
C 3.39 0.27 0.89
O 4.32 1.01 1.08
C 3.13 -0.43 -0.45
C 3.36 0.56 -1.60
C 2.12 1.37 -1.95
S 1.32 2.11 -0.47
C -0.29 2.51 -1.21
N 1.82 -1.02 -0.49
C 1.60 -2.34 -0.25
O 2.46 -3.19 -0.29
N 0.27 -2.69 -0.07
C -0.84 -1.87 0.10
C -0.79 -0.71 0.89
C -1.90 0.10 0.99
C -3.10 -0.22 0.35
C -4.22 0.73 0.47
C -5.58 0.24 0.02
O -4.06 1.85 0.91
C -3.16 -1.42 -0.38
C -2.05 -2.22 -0.50
H 3.66 0.46 3.43
H 1.95 0.05 3.75
H 2.39 1.62 3.01
H 3.85 -1.26 -0.51
H 3.67 0.02 -2.49
H 4.17 1.22 -1.29
H 2.38 2.18 -2.63
H 1.37 0.73 -2.42
H -0.15 3.22 -2.02
H -0.89 2.96 -0.43
H -0.77 1.61 -1.57
H 1.06 -0.37 -0.34
H 0.09 -3.67 -0.24
H 0.11 -0.47 1.44
H -1.86 1.00 1.58
H -6.33 0.99 0.28
H -5.59 0.09 -1.05
H -5.83 -0.70 0.51
H -4.08 -1.71 -0.87
H -2.11 -3.14 -1.07
```

---

# 4
Molecular formula: C5H10O2
Method: DFT, ωB97M-V/def2-TZVPD

Calculated values
HOMO (eV): -9.02
Frontier orbital gap (eV): 9.629
Energy relative to the best compared isomer or geometry (same formula, charge and spin) (eV): 3.040
Net charge: 0

Geometry as XYZ:
```
17
C5H10O2 ωB97M-V/def2-TZVPD
C -2.15 1.67 0.42
O -0.93 1.07 0.84
C -0.16 0.55 -0.14
C 0.94 -0.19 0.09
C 1.82 -0.66 -1.03
C 1.32 -0.56 1.46
O 2.32 -1.20 1.71
H -1.98 2.41 -0.37
H -2.56 2.17 1.30
H -2.86 0.91 0.08
H -0.49 0.77 -1.16
H 2.11 -1.71 -0.87
H 1.33 -0.57 -2.01
H 2.75 -0.08 -1.05
H 0.63 -0.25 2.27
H -1.34 -2.36 -0.91
H -0.79 -1.97 -0.62
```